# 1
Entry from OMol25: C17H18BIrN7O4 as an isolated structure in a non-equilibrium geometry (the ωB97M-V functional and the def2-TZVPD basis).

Geometry as ORCA input:
```
! RIJCOSX wB97M-V def2-TZVPD def2/J DEFGRID3
* xyz 2 6
H -0.25633 2.80680 0.28851
N 0.16550 1.59163 -1.45381
B 0.87708 0.79324 -3.73504
N 0.70438 1.90045 -2.68962
C 0.96361 3.22279 -2.73304
Ir -0.33486 -0.26262 -0.93304
H 1.42473 3.68737 -3.59302
C 0.56540 3.78572 -1.52116
H 0.62629 4.83096 -1.29581
C 0.09723 2.74509 -0.73432
H 1.33267 1.16099 -4.77621
C -1.59493 -2.15724 0.14379
H -1.91988 -1.87948 1.13772
H -0.70721 -2.79461 0.17881
H -2.41501 -2.69452 -0.32610
N -0.57524 0.18281 -3.81296
N 1.74190 -0.28192 -3.02563
N -1.18496 -0.31857 -2.65001
N 1.32104 -0.80776 -1.82346
C -1.42310 0.02493 -4.84512
C 2.86773 -0.92902 -3.38546
H -1.08594 0.30185 -5.81756
H 3.34826 -0.70449 -4.31817
C -2.61104 -0.52354 -4.36607
C 3.18422 -1.85368 -2.38545
C -2.45960 -0.70543 -2.99589
C 2.23467 -1.72153 -1.38898
H -3.48145 -0.75341 -4.93689
H 4.00222 -2.54162 -2.41284
H -3.15631 -1.08037 -2.23199
H 2.15110 -2.19603 -0.41376
H -1.59868 -1.14687 -0.54402
O -1.35903 1.27520 1.40578
C -0.45311 0.53269 1.75873
O 0.41110 -0.06439 0.93875
C -0.23422 0.24796 3.23031
C 0.43846 -0.91703 3.63010
C 0.53438 -1.26626 4.98021
C -0.07903 -0.44986 5.95893
C -0.79107 0.69394 5.56508
C -0.90673 1.00912 4.21598
N 0.09749 -0.68778 7.35615
O 0.75501 -1.67718 7.74859
O -0.42791 0.13323 8.15201
H 0.88270 -1.55038 2.86446
H 1.09436 -2.14180 5.28636
H -1.22810 1.31756 6.35185
H -1.53778 1.86306 3.95330
*
```

Properties
E_tot in eV: -40033.188
Maximum force in eV/A: 4.907

Löwdin population analysis, charges in e, atoms 1 to 8: 0.1090, -0.1237, -0.4418, -0.0050, -0.0080, 1.5284, 0.1431, -0.0162

***

# 2
Entry from OMol25: a 2-piece molecular cluster, C4H6ClN overall in a non-equilibrium geometry (the ωB97M-V functional and the def2-TZVPD basis).

Geometry as ORCA input:
```
! RIJCOSX wB97M-V def2-TZVPD def2/J DEFGRID3
* xyz 0 1
C 1.55525 -0.28993 0.43971
C 0.78251 0.41296 1.02146
C 2.52601 -1.09660 -0.24844
C -2.42564 0.50174 0.65581
N -2.69450 1.14163 -0.45668
Cl -2.26344 -1.16639 0.16384
H 3.16303 -0.41059 -0.62479
H 3.14131 -1.65747 0.45654
H 1.96868 -1.46076 -1.12336
H 0.14113 1.13566 1.39659
H -2.79707 0.86488 -1.44074
H -3.09728 2.02486 -0.23993
*
```

Properties
E_tot in eV: -18253.547
Maximum force in eV/A: 3.679

Löwdin population analysis, charges in e, atoms 1 to 8: -0.2154, 0.0707, -0.1021, -0.5656, -0.0823, 0.5038, 0.0325, 0.0945

***

# 3
Entry from OMol25: CH2Cl2 as an isolated structure in a non-equilibrium geometry (the ωB97M-V functional and the def2-TZVPD basis).

Geometry as ORCA input:
```
! RIJCOSX wB97M-V def2-TZVPD def2/J DEFGRID3
* xyz 0 1
C -0.24114 0.59428 -0.82523
Cl -0.69646 0.70211 0.98613
Cl 0.57869 -0.75450 -0.74065
H 1.34910 0.39617 0.24384
H -0.99020 -0.93806 0.33592
*
```

Properties
E_tot in eV: -26102.568
Maximum force in eV/A: 8.104

Just the Löwdin charges please, in e? Sure, here they are: -0.9369, 0.4076, 0.5410, 0.0228, -0.0345

***

# 4
Entry from OMol25: C26H33O4PPtS as an isolated structure in a non-equilibrium geometry (the ωB97M-V functional and the def2-TZVPD basis).

Geometry as ORCA input:
```
! RIJCOSX wB97M-V def2-TZVPD def2/J DEFGRID3
* xyz 2 1
Pt -0.17577 0.19695 0.03151
C -0.51902 -1.23901 -2.53012
O -0.68136 -1.39216 -1.09590
C -1.97411 -1.91415 -0.68099
C -2.97930 -0.78907 -0.57886
O -2.46191 0.09866 0.42275
C -3.24418 1.28774 0.63620
H -0.85134 -2.15944 -3.00488
H 0.54163 -1.08876 -2.70718
H -1.09659 -0.38733 -2.88997
H -1.80371 -2.36227 0.29723
H -2.28856 -2.68776 -1.38018
H -3.95343 -1.18292 -0.27723
H -3.09490 -0.25001 -1.52493
H -4.21062 1.00966 1.05689
H -3.38369 1.82167 -0.30553
H -2.69016 1.90079 1.34275
O 1.19445 -1.05788 1.02526
S 0.78926 -1.49475 2.46817
C 2.14715 -0.99177 3.54161
C 2.41065 -2.21373 4.41444
C 2.44718 -3.39834 3.44741
C 1.21827 -3.26053 2.54396
H 1.86368 -0.08574 4.07482
H 2.98010 -0.77711 2.86680
H 1.61056 -2.34108 5.14763
H 3.34121 -2.09406 4.96667
H 2.43451 -4.35353 3.96827
H 3.35477 -3.36000 2.84460
H 0.34181 -3.77378 2.93809
H 1.37519 -3.56173 1.50861
O 0.17287 1.81278 1.08127
P 0.97748 2.82387 1.90825
C 0.19746 2.94876 3.50742
C 0.17240 4.15755 4.20004
C -0.40833 4.21880 5.45925
C -0.97133 3.08308 6.01986
C -0.95680 1.87638 5.32882
C -0.37285 1.80747 4.07638
C 0.95105 4.42268 1.13913
C 2.12436 5.04587 0.71787
C 2.05648 6.27754 0.08166
C 0.82651 6.87692 -0.13685
C -0.34745 6.25778 0.28098
C -0.28903 5.03307 0.91793
C 2.67106 2.29787 2.09729
C 3.22814 1.37961 1.20911
C 4.55865 1.01001 1.34374
C 5.32940 1.55172 2.36262
C 4.77731 2.46842 3.25017
C 3.45127 2.84399 3.11910
H 0.59753 5.05017 3.75841
H -0.42658 5.15589 5.99851
H -1.43077 3.13701 6.99760
H -1.40439 0.99605 5.77062
H -0.37102 0.87066 3.53118
H 3.08508 4.57853 0.88670
H 2.96451 6.76678 -0.24238
H 0.77810 7.83634 -0.63418
H -1.30180 6.73837 0.11476
H -1.20151 4.55685 1.25792
H 2.63290 0.96028 0.40843
H 4.99753 0.30959 0.64651
H 6.36787 1.26589 2.46302
H 5.38214 2.89073 4.04086
H 3.02404 3.55546 3.81604
*
```

Properties
E_tot in eV: -59042.708
Maximum force in eV/A: 1.180

Löwdin population analysis, charges in e, atoms 1 to 8: 1.1993, -0.0105, -0.3872, -0.1211, -0.1598, -0.2921, -0.0350, 0.1131